No. 1
ORCA calculation (ωB97M-V/def2-TZVPD) on a molecular structure, C2H5IN2O2S in a non-equilibrium geometry.

- Total charge: 0
- Highest occupied orbital energy: -9.4 eV
- LUMO level: -0.060 eV

Positions of all 13 atoms, in Å:
C1 -0.916 -0.711 0.446
C2 -0.319 -0.742 -0.947
N1 -0.539 0.569 1.053
N2 1.167 -0.101 -0.751
O1 0.187 2.141 -0.831
O2 1.903 1.717 0.837
S1 0.777 1.267 0.143
I1 2.543 -1.243 0.055
H1 -1.919 -0.924 0.713
H2 -0.568 -1.538 0.967
H3 -0.234 -1.728 -1.311
H4 -0.736 0.029 -1.591
H5 -1.345 1.265 1.217

natural (NBO) atomic charge list, values in e, 5 entries:
1. C -0.2698
2. C -0.2231
3. N -0.8563
4. N -0.8806
5. O -0.9421


No. 2
ORCA calculation (ωB97M-V/def2-TZVPD) on 3 unconnected molecules or ions with the total composition C2H5INO in a non-equilibrium geometry.

- Total charge: +1
- Highest occupied orbital energy: -13.7 eV
- LUMO level: -6.023 eV

Positions of all 10 atoms, in Å:
C1 2.202 2.272 -0.053
C2 -0.292 0.650 0.181
N1 -0.264 -0.628 -0.217
O1 3.142 2.870 -0.107
I1 3.452 -0.388 0.017
H1 -0.019 1.616 -0.475
H2 -0.426 0.784 1.291
H3 -0.379 -1.295 0.477
H4 2.488 -1.740 0.407
H5 0.244 -0.959 -1.072

natural (NBO) atomic charge list, values in e, 5 entries:
1. C 0.4354
2. C 0.1515
3. N -0.6133
4. O -0.4430
5. I -0.0385


> Among the records above, which one has the highest LUMO level?

C2H5IN2O2S